[1]
The following is a quantum chemistry calculation of a molecular structure, C21H20ClN2O5PRh, from the Open Molecules 2025 dataset.

gap between HOMO and LUMO	0.2926	Ha
energy relative to the best compared isomer or geometry (same formula, charge and spin)	0.00	kJ/mol
E_LUMO	-4.07	eV
total charge	+1
calculated total energy	-60135.668	eV
HOMO level	-0.4423	Eh

Positions of all 51 atoms, in Å:
1 Rh -1.76 0.07 0.37
2 O -1.95 -2.44 3.78
3 C -1.54 -2.07 2.58
4 O -1.65 -0.91 2.22
5 C -0.96 -3.22 1.80
6 O -0.09 -2.75 0.82
7 C -0.34 -3.29 -0.47
8 C -1.57 -2.70 -1.17
9 O -2.04 -3.30 -2.11
10 O -2.05 -1.58 -0.70
11 H -2.37 -1.68 4.22
12 H -1.81 -3.78 1.40
13 H -0.45 -3.87 2.51
14 H -0.47 -4.38 -0.44
15 H 0.55 -3.09 -1.07
16 N -0.10 2.20 -0.81
17 P 0.25 0.86 0.15
18 C 1.39 -0.11 -0.83
19 C 0.91 -0.67 -2.01
20 C 1.78 -1.27 -2.90
21 C 3.14 -1.31 -2.62
22 C 3.63 -0.74 -1.45
23 C 2.76 -0.13 -0.56
24 C 1.07 1.37 1.65
25 C 1.08 2.70 2.07
26 C 1.70 3.02 3.26
27 C 2.28 2.03 4.04
28 C 2.24 0.70 3.63
29 C 1.64 0.37 2.43
30 C -1.24 2.14 -1.58
31 C -1.50 3.01 -2.64
32 C -2.65 2.81 -3.38
33 C -3.50 1.75 -3.08
34 C -3.19 0.93 -2.03
35 N -2.09 1.14 -1.28
36 H 0.63 2.83 -1.11
37 H -0.15 -0.64 -2.23
38 H 1.41 -1.71 -3.82
39 H 3.83 -1.78 -3.31
40 H 4.69 -0.76 -1.24
41 H 3.15 0.34 0.33
42 H 0.59 3.46 1.48
43 H 1.72 4.05 3.59
44 H 2.75 2.29 4.98
45 H 2.69 -0.07 4.25
46 H 1.62 -0.67 2.11
47 H -0.81 3.81 -2.86
48 H -2.87 3.47 -4.20
49 H -4.39 1.56 -3.66
50 H -3.79 0.08 -1.74
51 Cl -2.20 1.95 1.61

natural (NBO) population analysis, charges in e, atoms 1 to 2:
1. Rh 0.806
2. O -0.621

[2]
The following is a quantum chemistry calculation of 3 unconnected molecules or ions with the total composition C21H20F16O8S, from the Open Molecules 2025 dataset.

gap between HOMO and LUMO	0.3740	Ha
SMILES	CC(=O)OC[C@]1(c2ccccc2)COS(=O)(=O)O1.FC(F)C(F)(F)COC(F)(F)C(F)F.FC(F)C(F)(F)COC(F)(F)C(F)F
energy relative to the best compared isomer or geometry (same formula, charge and spin)	0.00	kJ/mol
E_LUMO	0.33	eV
total charge	0
calculated total energy	-92795.176	eV
HOMO level	-0.3619	Eh

Positions of all 66 atoms, in Å:
1 C -1.74 -4.42 0.15
2 C -0.67 -3.39 -0.08
3 O -0.16 -2.84 0.85
4 O -0.27 -3.12 -1.35
5 C -1.18 -2.34 -2.08
6 C -0.97 -0.78 -1.84
7 C -1.84 -0.38 -0.69
8 C -3.22 -0.51 -0.79
9 C -4.06 -0.19 0.27
10 C -3.49 0.27 1.46
11 C -2.11 0.43 1.55
12 C -1.28 0.11 0.49
13 C -1.15 0.06 -3.09
14 O 0.08 0.03 -3.84
15 S 1.21 -0.73 -3.01
16 O 2.44 -0.05 -2.96
17 O 1.30 -2.06 -3.52
18 O 0.46 -0.66 -1.61
19 H -1.92 -5.04 -0.73
20 H -2.64 -3.97 0.55
21 H -1.34 -5.07 0.92
22 H -2.21 -2.63 -1.86
23 H -1.02 -2.53 -3.14
24 H -3.64 -0.88 -1.72
25 H -5.12 -0.33 0.16
26 H -4.13 0.49 2.30
27 H -1.70 0.81 2.47
28 H -0.21 0.22 0.59
29 H -2.02 -0.23 -3.66
30 H -1.24 1.10 -2.78
31 F 4.36 -1.81 3.79
32 C 3.12 -1.30 3.64
33 F 3.02 -0.24 4.48
34 C 2.03 -2.31 3.99
35 F 2.09 -2.63 5.30
36 F 0.85 -1.66 3.80
37 C 1.96 -3.60 3.15
38 O 2.55 -4.78 3.68
39 C 3.89 -5.05 3.52
40 F 4.46 -4.21 2.64
41 F 3.98 -6.29 3.00
42 C 4.64 -5.07 4.86
43 F 4.51 -3.90 5.51
44 F 5.96 -5.27 4.63
45 H 3.01 -0.94 2.61
46 H 0.90 -3.84 3.11
47 H 2.26 -3.43 2.12
48 H 4.25 -5.87 5.49
49 F -1.98 4.65 -3.66
50 C -1.32 3.64 -3.07
51 F -2.25 2.69 -2.74
52 C -0.59 4.06 -1.80
53 F -1.48 4.45 -0.86
54 F 0.02 2.93 -1.33
55 C 0.51 5.12 -1.93
56 O 0.19 6.47 -1.62
57 C -0.37 7.30 -2.56
58 F -0.34 6.76 -3.79
59 F 0.39 8.42 -2.60
60 C -1.78 7.74 -2.16
61 F -2.59 6.68 -1.98
62 F -2.31 8.50 -3.15
63 H -0.63 3.20 -3.80
64 H 1.25 4.85 -1.17
65 H 1.04 5.05 -2.88
66 H -1.75 8.32 -1.23

natural (NBO) population analysis, charges in e, atoms 1 to 2:
1. C -0.748
2. C 0.819

[3]
The following is a quantum chemistry calculation of a molecular structure, C21H20F4N4O2Rh, from the Open Molecules 2025 dataset.

gap between HOMO and LUMO	0.2974	Ha
E_LUMO	-4.67	eV
total charge	+1
calculated total energy	-46029.927	eV
HOMO level	-0.4689	Eh

Positions of all 52 atoms, in Å:
1 Rh 0.35 0.93 0.48
2 C -2.49 -0.27 1.39
3 C -3.12 -0.03 0.02
4 C -2.73 1.25 -0.65
5 C -3.61 1.87 -1.54
6 C -3.22 3.03 -2.18
7 C -1.98 3.58 -1.91
8 C -1.16 2.92 -1.00
9 N -1.54 1.79 -0.41
10 N -1.12 -0.79 1.39
11 C -0.97 -2.05 0.64
12 C -0.44 -1.86 -0.75
13 C -0.30 -2.95 -1.61
14 C 0.26 -2.75 -2.86
15 C 0.62 -1.47 -3.24
16 C 0.42 -0.43 -2.34
17 N -0.07 -0.64 -1.12
18 C -0.66 -0.97 2.76
19 C 0.84 -1.10 2.82
20 C 1.48 -1.96 3.70
21 C 2.86 -1.92 3.79
22 C 3.56 -1.02 3.01
23 C 2.85 -0.21 2.13
24 N 1.53 -0.27 2.04
25 H -3.13 -0.97 1.95
26 H -2.47 0.68 1.93
27 H -4.20 -0.02 0.16
28 H -2.90 -0.86 -0.66
29 H -4.57 1.42 -1.72
30 H -3.89 3.52 -2.87
31 H -1.64 4.49 -2.37
32 H -0.19 3.33 -0.72
33 H -1.93 -2.58 0.60
34 H -0.26 -2.69 1.17
35 H -0.61 -3.93 -1.29
36 H 0.43 -3.59 -3.53
37 H 1.06 -1.26 -4.20
38 H 0.66 0.59 -2.62
39 H -1.15 -1.83 3.24
40 H -0.91 -0.07 3.33
41 H 0.90 -2.64 4.32
42 H 3.38 -2.58 4.46
43 H 4.63 -0.93 3.07
44 H 3.36 0.51 1.51
45 F -0.42 1.90 2.16
46 F 2.55 2.87 -2.86
47 C 3.51 2.17 -2.22
48 F 4.15 1.44 -3.13
49 F 4.37 3.04 -1.70
50 C 2.83 1.26 -1.12
51 O 3.03 0.07 -1.12
52 O 2.08 1.93 -0.36

natural (NBO) population analysis, charges in e, atoms 1 to 2:
1. Rh 1.368
2. C -0.234

[4]
The following is a quantum chemistry calculation of a molecular structure, C21H20IrN5O4S2, from the Open Molecules 2025 dataset.

gap between HOMO and LUMO (alpha / beta)	0.2602 / 0.1995	Ha
energy relative to the best compared isomer or geometry (same formula, charge and spin)	0.00	kJ/mol
E_LUMO (alpha / beta)	-4.00 / -5.57	eV
total charge	+1
calculated total energy	-62246.773	eV
HOMO level (alpha / beta)	-0.4072 / -0.4042	Eh
2S+1	2

Positions of all 53 atoms, in Å:
1 Ir -0.23 -0.02 0.60
2 O 3.39 1.96 -1.73
3 C 2.56 1.74 -0.70
4 O 1.73 2.52 -0.32
5 C 2.88 0.44 0.00
6 C 4.21 0.07 0.11
7 C 4.55 -1.02 0.90
8 C 3.55 -1.67 1.59
9 C 2.24 -1.25 1.43
10 N 1.90 -0.25 0.61
11 C 1.14 -1.87 2.28
12 O 1.42 -2.77 3.03
13 O -0.03 -1.32 2.15
14 H 3.19 2.84 -2.09
15 H 4.96 0.65 -0.41
16 H 5.58 -1.32 0.99
17 H 3.73 -2.49 2.27
18 C -0.81 3.69 4.19
19 S -2.31 2.84 3.66
20 C -1.73 1.71 2.49
21 S -0.04 1.71 2.03
22 N -2.65 0.96 1.96
23 N -2.16 0.07 1.05
24 C -2.95 -0.81 0.56
25 C -2.35 -1.89 -0.21
26 C -3.09 -2.96 -0.69
27 C -2.44 -4.04 -1.26
28 C -1.06 -4.03 -1.29
29 C -0.37 -2.93 -0.81
30 N -1.00 -1.87 -0.31
31 H -1.15 4.41 4.93
32 H -0.34 4.22 3.36
33 H -0.11 3.01 4.66
34 H -4.00 -0.80 0.83
35 H -4.17 -2.94 -0.59
36 H -3.00 -4.88 -1.63
37 H -0.50 -4.87 -1.69
38 H 0.71 -2.91 -0.81
39 C 1.08 -0.74 -2.51
40 C -0.05 0.23 -2.37
41 C -0.81 0.69 -3.39
42 C -1.72 1.67 -2.86
43 C -1.51 1.76 -1.53
44 C -2.09 2.78 -0.60
45 N -0.49 0.85 -1.17
46 H 0.91 -1.34 -3.41
47 H 1.20 -1.42 -1.68
48 H 2.04 -0.24 -2.66
49 H -0.71 0.38 -4.42
50 H -2.41 2.28 -3.43
51 H -2.33 3.67 -1.17
52 H -1.36 3.07 0.15
53 H -3.00 2.45 -0.10

natural (NBO) population analysis, charges in e, atoms 1 to 2:
1. Ir 1.094
2. O -0.669

[5]
The following is a quantum chemistry calculation of C21H20N2O2 in the gas phase, from the Open Molecules 2025 dataset.

gap between HOMO and LUMO	0.3338	Ha
SMILES	CC(=O)c1ccc(NC(=O)[C@H](Cc2ccccc2)n2cccc2)cc1
energy relative to the best compared isomer or geometry (same formula, charge and spin)	0.00	kJ/mol
E_LUMO	0.31	eV
total charge	0
calculated total energy	-29177.492	eV
HOMO level	-0.3225	Eh

Positions of all 45 atoms, in Å:
1 C -6.23 -1.81 -0.68
2 C -5.74 -0.59 0.07
3 O -6.51 0.11 0.71
4 C -4.29 -0.29 0.00
5 C -3.37 -1.08 -0.67
6 C -2.03 -0.75 -0.70
7 C -1.59 0.40 -0.05
8 N -0.25 0.79 -0.03
9 C 0.81 0.25 -0.70
10 O 0.75 -0.67 -1.48
11 C 2.14 0.93 -0.34
12 C 2.71 0.23 0.91
13 C 3.00 -1.21 0.61
14 C 4.17 -1.58 -0.03
15 C 4.43 -2.90 -0.34
16 C 3.50 -3.88 -0.01
17 C 2.33 -3.52 0.63
18 C 2.08 -2.20 0.94
19 N 2.02 2.35 -0.18
20 C 2.09 3.25 -1.20
21 C 1.81 4.50 -0.71
22 C 1.54 4.35 0.66
23 C 1.66 3.02 0.96
24 C -2.50 1.20 0.63
25 C -3.84 0.86 0.65
26 H -5.75 -2.71 -0.28
27 H -5.99 -1.72 -1.73
28 H -7.31 -1.90 -0.55
29 H -3.68 -1.98 -1.18
30 H -1.32 -1.37 -1.23
31 H -0.06 1.62 0.52
32 H 2.82 0.74 -1.19
33 H 1.99 0.30 1.73
34 H 3.63 0.75 1.20
35 H 4.90 -0.82 -0.29
36 H 5.34 -3.17 -0.84
37 H 3.69 -4.91 -0.26
38 H 1.60 -4.28 0.89
39 H 1.16 -1.93 1.44
40 H 2.35 2.93 -2.19
41 H 1.80 5.41 -1.27
42 H 1.28 5.13 1.35
43 H 1.57 2.53 1.91
44 H -2.16 2.10 1.13
45 H -4.56 1.47 1.17

natural (NBO) population analysis, charges in e, atoms 1 to 2:
1. C -0.717
2. C 0.577

Number 1: molecular weight 549.73 g mol⁻¹. Number 2: molecular weight 736.42 g mol⁻¹. Number 3: molecular weight 539.32 g mol⁻¹. Number 4: molecular weight 662.77 g mol⁻¹. Number 5: molecular weight 332.40 g mol⁻¹.